No. 1
Molecular formula: C2HIN2O
Method: DFT, ωB97M-V/def2-TZVPD

Cartesian coordinates (Å):
N1 1.68 0.70 -0.68
N2 1.01 0.15 -1.41
O1 0.37 -0.31 -2.27
C1 -0.02 -0.35 1.39
C2 -0.96 0.14 0.87
I1 -2.70 0.52 -0.02
H1 0.62 -0.85 2.12

Output
SMILES ... N#[N+][O-].C#CI
HOMO energy ... -9.65 eV
Orbital gap ... 9.967 eV
LUMO energy ... 0.0117 Eh
Energy above the lowest of the compared OMol25 structures with the same formula, charge and spin ... 242.6 kJ/mol

***

No. 2
Molecular formula: C6H14BClInO4
Method: DFT, ωB97M-V/def2-TZVPD

Cartesian coordinates (Å):
C1 1.55 -1.61 2.15
C2 1.63 -2.26 0.76
C3 0.44 -1.96 -0.16
Cl1 1.00 -2.26 -1.87
In1 -0.56 0.05 0.06
C4 -2.25 0.30 -1.36
B1 -3.26 1.20 -0.62
O1 -4.56 0.79 -0.29
O2 -2.89 2.51 -0.23
C5 0.97 1.69 -0.10
C6 2.05 1.47 -1.08
O3 1.94 1.07 -2.23
O4 3.31 1.76 -0.58
H1 0.55 -1.30 2.43
H2 2.21 -0.74 2.20
H3 1.90 -2.30 2.92
H4 1.75 -3.34 0.88
H5 2.53 -1.92 0.26
H6 -0.31 -2.73 -0.01
H7 -1.23 0.14 1.71
H8 -1.95 0.82 -2.27
H9 -2.74 -0.63 -1.61
H10 -4.55 0.29 0.52
H11 -3.26 3.16 -0.83
H12 1.40 1.86 0.88
H13 0.42 2.59 -0.38
H14 3.93 1.32 -1.16

Output
Charge ... -1
HOMO energy ... -4.82 eV
Orbital gap ... 7.768 eV
LUMO energy ... 0.1083 Eh

***

No. 3
Molecular formula: C4H14N3
Method: DFT, ωB97M-V/def2-TZVPD

Cartesian coordinates (Å):
C1 0.08 -1.94 0.59
C2 1.20 0.24 -1.24
C3 1.47 1.05 1.08
C4 -2.01 -0.25 -0.11
N1 -1.82 1.12 -0.46
N2 -0.33 -0.61 0.69
N3 0.54 0.45 0.14
H1 0.95 -2.18 1.28
H2 -0.64 -2.66 1.09
H3 0.23 -2.51 -0.44
H4 0.29 -0.07 -1.95
H5 1.48 1.28 -1.59
H6 1.97 -0.52 -1.08
H7 0.93 1.49 1.89
H8 2.32 0.48 1.45
H9 2.13 1.81 0.56
H10 -1.98 -0.86 -0.99
H11 -2.62 -0.58 0.69
H12 -1.79 1.10 -1.50
H13 -2.11 1.99 -0.01
H14 -0.29 1.17 -0.08

Output
Charge ... +1
HOMO energy (spin up / spin down) ... -8.49 / -14.48 eV
Orbital gap (spin up / spin down) ... 5.678 / 8.145 eV
LUMO energy (spin up / spin down) ... -0.1033 / -0.2326 Eh
Spin multiplicity ... 3
Energy above the lowest of the compared OMol25 structures with the same formula, charge and spin ... 338.2 kJ/mol
<S²> ... 2.01